w | {
  "formula": "C3H10NO",
  "method": "ωB97M-V/def2-TZVPD",
  "charge": 1,
  "orbital_gap_ev": 11.349,
  "e_homo_ev": -14.68,
  "multiplicity": 1,
  "e_lumo_ev": -3.334,
  "elements": ["C", "C", "C", "N", "H", "H", "H", "H", "H", "H", "H", "H", "H", "H", "O"],
  "xyz": [[2.293, -0.275, 1.468], [1.405, -0.528, 0.300], [0.518, 0.378, -0.070], [-0.406, 0.238, -1.194], [2.383, -1.184, 2.082], [3.289, 0.079, 1.192], [1.801, 0.370, 2.194], [1.427, -1.458, -0.276], [0.452, 1.330, 0.455], [0.140, -0.115, -1.984], [-1.155, -0.460, -0.986], [-0.898, 1.054, -1.567], [-3.012, 0.472, 0.568], [-3.858, -0.111, -0.356], [-2.917, 0.150, -0.349]]
}

---

x | {
  "formula": "C3H10NO",
  "method": "ωB97M-V/def2-TZVPD",
  "charge": 1,
  "orbital_gap_ev": 9.188,
  "e_homo_ev": -12.88,
  "multiplicity": 1,
  "e_lumo_ev": -3.697,
  "elements": ["C", "N", "H", "H", "H", "H", "H", "H", "C", "C", "O", "H", "H", "H", "H"],
  "xyz": [[-0.825, -1.628, -0.326], [0.293, -2.066, 0.559], [-0.383, -0.965, -1.081], [-1.497, -1.100, 0.330], [-1.453, -2.602, -0.738], [1.138, -2.427, 0.012], [0.480, -1.228, 1.095], [0.011, -2.703, 1.287], [-0.273, 1.801, -1.238], [0.565, 1.738, -0.179], [0.275, 0.870, 0.902], [-1.304, 1.689, -0.951], [0.037, 1.837, -2.289], [1.512, 2.237, -0.095], [0.407, 1.293, 1.759]]
}

---

It is w that is most stable; the runner-up trails by 29.4 kcal/mol.

---

w | {
  "formula": "C3H10NO",
  "method": "ωB97M-V/def2-TZVPD",
  "charge": 1,
  "orbital_gap_ev": 10.819,
  "e_homo_ev": -14.49,
  "multiplicity": 1,
  "e_lumo_ev": -3.673,
  "elements": ["C", "C", "C", "N", "H", "H", "H", "H", "H", "H", "H", "H", "H", "H", "O"],
  "xyz": [[-0.037, 1.956, 0.178], [0.615, 0.677, 0.171], [0.735, -0.130, 1.219], [0.551, 0.053, -1.163], [0.384, 2.790, 0.772], [-0.406, 2.135, -0.918], [-0.984, 1.905, 0.742], [0.955, -1.166, 1.082], [0.534, 0.065, 2.232], [1.294, -0.605, -1.363], [0.499, 0.687, -1.915], [-0.195, -0.709, -1.034], [-0.933, -2.993, -0.513], [-1.586, -2.387, 0.695], [-1.424, -2.277, -0.183]]
}

---

x | {
  "formula": "C3H10NO",
  "method": "ωB97M-V/def2-TZVPD",
  "charge": 1,
  "orbital_gap_ev": 12.297,
  "e_homo_ev": -15.54,
  "multiplicity": 1,
  "smiles": "C[NH2+]CCO",
  "e_lumo_ev": -3.240,
  "elements": ["O", "C", "C", "N", "C", "H", "H", "H", "H", "H", "H", "H", "H", "H", "H"],
  "xyz": [[0.796, 0.349, 1.505], [1.155, 1.149, 0.354], [0.356, 0.568, -0.812], [-0.938, -0.028, -0.318], [-1.087, -1.517, -0.123], [1.589, -0.034, 1.890], [2.214, 1.205, 0.135], [0.782, 2.132, 0.614], [0.121, 1.262, -1.615], [0.984, -0.180, -1.279], [-0.879, 0.312, 0.651], [-1.755, 0.351, -0.784], [-0.416, -2.043, -0.742], [-0.825, -1.722, 0.898], [-2.099, -1.805, -0.376]]
}

---

It is x that is most stable; the runner-up trails by 25.6 kcal/mol.

---

w | {
  "formula": "C3H10NO",
  "method": "ωB97M-V/def2-TZVPD",
  "charge": 1,
  "orbital_gap_ev": 9.122,
  "e_homo_ev": -12.72,
  "multiplicity": 1,
  "e_lumo_ev": -3.599,
  "elements": ["C", "N", "H", "H", "H", "H", "H", "H", "C", "C", "O", "H", "H", "H", "H"],
  "xyz": [[1.255, 0.411, -1.887], [-0.287, 0.151, -1.264], [1.941, 0.372, -1.129], [1.555, -0.459, -2.558], [1.251, 1.390, -2.406], [-0.304, -0.737, -0.800], [-0.883, 0.219, -2.022], [-0.542, 1.045, -0.793], [0.275, 0.180, 2.029], [-0.779, -0.664, 1.943], [-1.706, -0.498, 1.036], [1.041, 0.232, 2.714], [0.704, 0.835, 1.283], [-0.996, -1.383, 2.692], [-2.525, -1.094, 1.163]]
}

---

x | {
  "formula": "C3H10NO",
  "method": "ωB97M-V/def2-TZVPD",
  "charge": 1,
  "orbital_gap_ev": 11.383,
  "e_homo_ev": -14.96,
  "multiplicity": 1,
  "e_lumo_ev": -3.577,
  "elements": ["C", "O", "H", "H", "H", "H", "C", "C", "N", "H", "H", "H", "H", "H", "H"],
  "xyz": [[0.722, 2.155, -0.647], [0.982, 1.012, 0.281], [-0.361, 2.275, -0.917], [1.275, 1.879, -1.555], [1.153, 3.037, -0.240], [1.731, 1.245, 0.813], [-1.273, -1.201, 0.312], [-1.084, -1.760, -0.951], [-0.037, -0.991, 1.136], [-2.165, -0.601, 0.647], [-0.146, -2.113, -1.260], [-1.803, -1.710, -1.657], [0.501, -1.689, 0.736], [-0.175, -1.364, 2.097], [0.679, -0.175, 1.206]]
}

---

It is w that is most stable; the runner-up trails by 6.4 kcal/mol.

---

w | {
  "formula": "C3H10NO",
  "method": "ωB97M-V/def2-TZVPD",
  "charge": 1,
  "orbital_gap_ev": 6.041,
  "e_homo_ev": -15.57,
  "multiplicity": 1,
  "e_lumo_ev": -9.525,
  "elements": ["O", "C", "C", "N", "C", "H", "H", "H", "H", "H", "H", "H", "H", "H", "H"],
  "xyz": [[-0.432, -1.656, 2.755], [-0.659, -0.497, 2.022], [-0.661, -0.959, 0.543], [-0.712, 0.038, -0.334], [1.314, 1.567, -2.500], [-0.370, -1.471, 3.701], [0.042, 0.319, 2.174], [-1.658, -0.071, 2.200], [0.326, -1.488, 0.332], [-1.431, -1.728, 0.331], [-1.044, -0.320, -1.250], [1.143, 2.157, -3.398], [0.378, 1.379, -1.981], [1.798, 0.626, -2.772], [1.965, 2.104, -1.822]]
}

---

x | {
  "formula": "C3H10NO",
  "method": "ωB97M-V/def2-TZVPD",
  "charge": 1,
  "orbital_gap_ev": 10.072,
  "e_homo_ev": -14.12,
  "multiplicity": 1,
  "e_lumo_ev": -4.045,
  "elements": ["C", "O", "C", "C", "H", "H", "H", "H", "H", "H", "N", "H", "H", "H", "H"],
  "xyz": [[0.835, -0.430, 1.131], [1.253, -1.427, 2.025], [-0.219, -0.916, 0.186], [-1.491, -0.492, 0.181], [1.744, -0.136, 0.599], [0.478, 0.455, 1.673], [0.489, -1.939, 2.293], [0.023, -1.789, -0.415], [-2.240, -1.008, -0.406], [-1.829, 0.232, 0.916], [0.196, 1.508, -1.638], [1.038, 1.658, -1.079], [-0.377, 0.719, -1.207], [-0.351, 2.366, -1.679], [0.450, 1.199, -2.580]]
}

---

It is x that is most stable; the runner-up trails by 100.3 kcal/mol.

---

w | {
  "formula": "C3H10NO",
  "method": "ωB97M-V/def2-TZVPD",
  "charge": 1,
  "orbital_gap_ev": 7.081,
  "e_homo_ev": -11.47,
  "multiplicity": 1,
  "e_lumo_ev": -4.384,
  "elements": ["C", "N", "H", "H", "H", "H", "H", "H", "O", "C", "C", "H", "H", "H", "H"],
  "xyz": [[-4.538, -0.828, 2.589], [-4.218, -1.755, 1.458], [-5.559, -0.423, 2.387], [-3.780, -0.072, 2.748], [-4.664, -1.470, 3.549], [-3.496, -1.095, 0.998], [-3.681, -2.536, 1.701], [-4.987, -1.928, 0.756], [6.319, 2.865, -2.564], [5.648, 1.827, -2.896], [4.687, 1.082, -1.888], [5.427, 1.577, -3.984], [4.686, 1.008, -0.763], [3.870, 1.697, -2.070], [4.285, 0.050, -2.021]]
}

---

x | {
  "formula": "C3H10NO",
  "method": "ωB97M-V/def2-TZVPD",
  "charge": 1,
  "orbital_gap_ev": 11.428,
  "e_homo_ev": -14.72,
  "multiplicity": 1,
  "e_lumo_ev": -3.295,
  "elements": ["C", "C", "C", "N", "H", "H", "H", "H", "H", "H", "H", "H", "H", "H", "O"],
  "xyz": [[1.142, 0.639, -0.782], [0.265, 0.773, 0.471], [-0.320, 1.777, 1.159], [-0.051, -0.674, 1.046], [1.458, 1.534, -1.393], [0.774, 0.083, -1.601], [2.002, 0.055, -0.450], [-0.881, 1.563, 2.120], [-0.161, 2.816, 0.971], [0.789, -1.171, 1.260], [-0.582, -0.670, 1.954], [-0.427, -1.045, 0.164], [-0.907, -2.425, -2.069], [-1.986, -1.419, -1.549], [-1.116, -1.838, -1.301]]
}

---

It is x that is most stable; the runner-up trails by 37.6 kcal/mol.

---

w | {
  "formula": "C3H10NO",
  "method": "ωB97M-V/def2-TZVPD",
  "charge": 1,
  "orbital_gap_ev": 11.492,
  "e_homo_ev": -16.31,
  "multiplicity": 1,
  "e_lumo_ev": -4.819,
  "elements": ["C", "C", "C", "N", "H", "H", "H", "H", "H", "H", "H", "H", "H", "H", "O"],
  "xyz": [[0.015, 2.245, 0.030], [-0.235, 0.955, -0.726], [-1.437, -0.354, 0.920], [-0.497, -0.259, 0.088], [-0.703, 2.298, 0.831], [0.969, 2.201, 0.554], [-0.161, 3.140, -0.556], [-1.109, 1.050, -1.313], [0.554, 0.711, -1.434], [-1.627, -1.287, 1.439], [-2.097, 0.452, 1.175], [0.073, -1.079, -0.113], [2.022, -1.837, -0.932], [2.214, -2.546, 0.383], [1.526, -2.262, -0.224]]
}

---

x | {
  "formula": "C3H10NO",
  "method": "ωB97M-V/def2-TZVPD",
  "charge": 1,
  "orbital_gap_ev": 10.818,
  "e_homo_ev": -16.16,
  "multiplicity": 1,
  "e_lumo_ev": -5.339,
  "elements": ["C", "C", "C", "N", "H", "H", "H", "H", "H", "H", "H", "H", "H", "H", "O"],
  "xyz": [[-1.342, -0.756, -1.485], [0.001, -0.905, -0.738], [-0.936, 0.728, 0.894], [0.000, 0.006, 0.363], [-2.248, -1.177, -0.945], [-1.568, 0.247, -1.773], [-1.361, -1.325, -2.413], [0.274, -1.833, -0.264], [0.748, -0.459, -1.458], [-0.791, 0.930, 1.975], [-1.752, 1.018, 0.240], [0.806, 0.407, 0.673], [2.894, 0.838, 2.395], [2.927, 1.341, 0.921], [2.346, 0.938, 1.616]]
}

---

It is w that is most stable; the runner-up trails by 27.9 kcal/mol.